{"formula": "C7H8N2O2", "method": "ωB97M-V/def2-TZVPD", "gap_ha": 0.3224, "e_homo_ev": -8.147, "smiles": "Nc1ccc(C(=O)NO)cc1", "elements": ["N", "C", "C", "C", "C", "C", "O", "N", "O", "C", "C", "H", "H", "H", "H", "H", "H", "H", "H"], "positions_angstrom": [[3.377, -0.164, 0.027], [2.063, 0.024, -0.070], [1.474, 1.270, 0.284], [0.136, 1.476, 0.193], [-0.757, 0.498, -0.124], [-2.198, 0.824, -0.238], [-2.590, 1.900, -0.219], [-3.126, -0.356, -0.241], [-2.845, -1.339, 0.710], [-0.152, -0.785, -0.415], [1.150, -1.019, -0.379], [3.681, -1.188, 0.295], [4.087, 0.520, 0.473], [2.159, 2.038, 0.652], [-0.342, 2.391, 0.232], [-3.133, -0.896, -1.247], [-3.435, -1.383, 1.416], [-1.042, -1.660, -0.641], [1.493, -2.153, -0.707]], "lowdin_charge": [0.06, -0.37, -0.03, -0.06, -0.16, -0.43, 0.17, -0.05, -0.08, -0.07, -0.08, 0.15, 0.14, 0.11, 0.10, 0.19, 0.06, 0.17, 0.16]}

=====

{"formula": "C7H8N2OS", "method": "ωB97M-V/def2-TZVPD", "gap_ha": 0.3066, "e_homo_ev": -8.735, "smiles": "C/C=C\\N=C=S.CC(=O)C#N", "elements": ["C", "C", "C", "N", "C", "S", "H", "H", "H", "H", "H", "C", "C", "O", "C", "N", "H", "H", "H"], "positions_angstrom": [[1.486, -0.885, 0.924], [1.106, 0.526, 0.757], [0.456, 1.122, 1.753], [0.135, 0.417, 2.922], [-0.254, 0.679, 4.058], [-0.864, 0.614, 5.477], [0.950, -1.526, 0.372], [1.199, -1.183, 1.856], [2.457, -1.088, 0.607], [1.278, 1.137, -0.052], [0.243, 2.086, 1.674], [-1.889, 0.351, -1.663], [-2.470, 1.580, -0.929], [-2.208, 2.695, -1.292], [-3.450, 1.414, 0.149], [-4.181, 1.446, 1.022], [-2.547, 0.089, -2.413], [-2.046, -0.582, -1.015], [-0.810, 0.575, -2.011]], "lowdin_charge": [-0.07, -0.11, -0.13, 0.05, -0.77, 0.74, 0.04, 0.05, 0.07, 0.08, 0.07, -0.01, -0.44, 0.12, -0.13, 0.19, 0.04, 0.11, 0.12]}

=====

{"formula": "C7H8N3O", "method": "ωB97M-V/def2-TZVPD", "gap_ha": 0.3283, "e_homo_ev": -13.660, "charge": 1, "elements": ["C", "C", "C", "C", "C", "C", "C", "N", "N", "N", "O", "H", "H", "H", "H", "H", "H", "H", "H"], "positions_angstrom": [[2.365, 0.510, -0.093], [1.148, 0.674, 0.702], [2.294, -0.015, -1.380], [-0.097, 0.291, 0.269], [1.015, -0.491, -1.828], [-0.101, -0.283, -1.033], [-4.449, -0.131, 0.024], [-2.275, -1.425, -1.069], [-3.322, -0.301, -0.110], [-1.220, -1.023, -1.258], [-5.644, 0.072, 0.188], [3.204, 0.903, 0.380], [1.286, 1.266, 1.650], [3.159, -0.195, -2.010], [-0.937, 0.338, 0.868], [0.740, -1.010, -2.707], [4.726, -0.117, 4.081], [4.197, 0.001, 3.505], [-6.089, 0.935, -0.178]], "lowdin_charge": [0.00, -0.03, -0.01, 0.01, 0.04, -0.24, -0.29, 0.26, 0.17, 0.09, 0.21, 0.09, 0.13, 0.12, 0.08, 0.11, 0.02, -0.01, 0.24]}

=====

{"formula": "C7H8N3S", "method": "ωB97M-V/def2-TZVPD", "gap_ha": 0.3185, "e_homo_ev": -13.826, "charge": 1, "elements": ["C", "C", "C", "C", "C", "C", "C", "N", "N", "N", "S", "H", "H", "H", "H", "H", "H", "H", "H"], "positions_angstrom": [[-2.019, 0.001, 1.096], [-1.202, 0.697, 0.213], [-2.422, -1.252, 0.676], [-1.311, -1.193, -1.267], [-0.807, 0.111, -0.996], [1.840, 0.276, 0.469], [-0.013, 0.714, -1.911], [-2.055, -1.873, -0.434], [2.762, 0.674, 1.333], [1.814, 0.310, -0.805], [0.513, 1.148, -3.306], [-2.136, 0.340, 2.094], [-0.663, 1.597, 0.499], [-3.028, -1.950, 1.359], [-0.983, -1.768, -2.048], [0.946, -0.287, 0.822], [2.498, 0.521, 2.296], [3.600, 1.197, 1.190], [2.668, 0.736, -1.282]], "lowdin_charge": [-0.02, -0.01, -0.10, -0.04, -0.31, -0.33, -0.52, 0.11, 0.16, 0.04, 1.01, 0.11, 0.13, 0.15, 0.11, 0.14, 0.12, 0.12, 0.12]}

=====

{"formula": "C7H8N4", "method": "ωB97M-V/def2-TZVPD", "gap_ha": [0.2806, 0.2751], "multiplicity": 3, "e_homo_ev": [-7.409, -10.402], "elements": ["C", "C", "C", "C", "C", "C", "C", "N", "N", "N", "N", "H", "H", "H", "H", "H", "H", "H", "H"], "positions_angstrom": [[-1.788, 1.756, -0.465], [-1.197, -1.955, -0.315], [-2.654, 0.939, 0.245], [2.864, 0.713, -0.361], [1.878, 0.049, 0.596], [0.712, -0.548, -0.111], [-0.008, -1.584, 0.329], [-1.056, 2.415, -1.055], [-2.205, -2.179, -0.820], [-3.814, 0.174, 0.086], [-2.932, 0.366, 1.322], [2.357, 1.469, -0.955], [3.662, 1.194, 0.199], [3.306, -0.016, -1.034], [1.484, 0.818, 1.273], [2.378, -0.698, 1.216], [0.419, -0.052, -1.031], [-3.641, -0.742, -0.355], [0.236, -2.120, 1.237]], "lowdin_charge": [-0.21, -0.23, -0.47, -0.10, -0.24, -0.09, -0.10, 0.14, 0.15, 0.20, 0.19, 0.07, 0.07, 0.08, 0.12, 0.11, 0.11, 0.07, 0.12]}